Record 1
22
Properties=species:S:1:pos:R:3:nbo_charge:R:1 method="wB97M-V/def2-TZVPD" gap_ev=9.878 lumo_energy_ev=0.89 multiplicity=1 relative_energy_kj_mol=123.0 smiles=CCCCNC.O
C 0.24 2.70 1.12 -0.599
C 0.46 1.58 0.08 -0.395
C -0.90 1.09 -0.46 -0.404
C -1.04 -0.41 -0.86 -0.216
N -0.13 -1.36 -0.21 -0.645
C -0.75 -2.52 0.46 -0.407
H -0.10 2.26 2.03 0.202
H -0.55 3.38 0.78 0.200
H 1.10 3.32 1.31 0.211
H 1.08 1.90 -0.75 0.207
H 0.88 0.76 0.66 0.180
H -1.67 1.30 0.30 0.194
H -1.17 1.65 -1.35 0.209
H -2.07 -0.75 -0.80 0.186
H -0.77 -0.42 -1.92 0.177
H 0.36 -0.88 0.53 0.341
H 0.05 -3.12 0.87 0.198
H -1.33 -2.22 1.32 0.166
H -1.41 -3.03 -0.24 0.197
O 2.93 -1.98 -1.04 -0.933
H 2.25 -2.04 -0.35 0.468
H 2.54 -1.21 -1.48 0.463

Record 2
9
Properties=species:S:1:pos:R:3:nbo_charge:R:1 method="wB97M-V/def2-TZVPD" gap_ev=9.539 lumo_energy_ev=-0.36 multiplicity=1 relative_energy_kj_mol=444.5
O -1.80 0.33 -0.10 -0.681
C -0.29 0.72 -0.21 -0.321
C 0.41 -0.47 0.13 0.357
O -0.18 -1.47 0.56 -0.592
C 1.88 -0.44 -0.02 0.198
N 3.02 -0.40 -0.17 -0.245
H -1.65 -0.62 0.24 0.525
H -0.10 1.34 -1.07 0.240
H -1.29 1.01 0.64 0.518

Record 3
151
Properties=species:S:1:pos:R:3:lowdin_charge:R:1 method="wB97M-V/def2-TZVPD" gap_ev=8.625 lumo_energy_ev=-0.02 multiplicity=1 relative_energy_kj_mol=101.0 smiles="COC[C@H](C)N.COC[C@H](C)N.COC[C@H](C)N.COC[C@H](C)N.COC[C@H](C)N.COC[C@H](C)N.COC[C@H](C)N.NC(N)=O.NC(N)=O.NC(N)=O.NC(N)=O"
C -8.43 -15.24 -3.35 -0.092
O -8.37 -13.88 -2.97 -0.216
C -7.56 -13.71 -1.81 -0.187
C -7.35 -12.23 -1.49 -0.395
C -6.43 -12.18 -0.26 -0.051
N -8.58 -11.52 -1.14 0.060
H -7.42 -15.65 -3.35 0.068
H -8.85 -15.40 -4.34 0.078
H -9.06 -15.77 -2.63 0.079
H -8.09 -14.23 -1.01 0.123
H -6.56 -14.15 -1.90 0.119
H -6.91 -11.63 -2.29 0.125
H -6.89 -12.73 0.57 0.085
H -6.16 -11.16 -0.01 0.073
H -5.47 -12.68 -0.47 0.071
H -9.06 -11.90 -0.32 0.043
H -9.23 -11.59 -1.91 0.052
C -7.05 -18.39 -2.16 -0.109
O -6.80 -17.18 -1.48 -0.247
C -5.44 -17.09 -1.05 -0.167
C -5.38 -16.23 0.19 -0.429
C -4.06 -15.53 0.38 -0.065
N -5.73 -17.00 1.44 0.052
H -7.90 -18.27 -2.83 0.083
H -7.29 -19.23 -1.50 0.094
H -6.20 -18.64 -2.80 0.089
H -5.05 -18.09 -0.85 0.135
H -4.86 -16.65 -1.87 0.120
H -6.18 -15.47 0.21 0.114
H -3.70 -15.02 -0.52 0.056
H -3.29 -16.29 0.57 0.085
H -3.98 -14.84 1.22 0.077
H -6.64 -17.48 1.34 0.029
H -5.96 -16.26 2.10 0.069
C -15.59 -17.90 -2.59 -0.091
O -14.37 -18.47 -2.13 -0.187
C -13.85 -17.85 -0.99 -0.214
C -13.16 -16.51 -1.21 -0.435
C -12.06 -16.62 -2.26 -0.048
N -12.58 -16.04 0.05 0.051
H -15.54 -16.82 -2.70 0.082
H -16.36 -18.21 -1.86 0.090
H -15.83 -18.42 -3.51 0.090
H -14.74 -17.66 -0.36 0.123
H -13.16 -18.46 -0.40 0.123
H -13.83 -15.72 -1.58 0.123
H -11.24 -17.22 -1.85 0.071
H -11.67 -15.65 -2.55 0.060
H -12.36 -17.11 -3.19 0.085
H -13.30 -15.76 0.70 0.086
H -12.00 -15.22 -0.12 0.034
C -7.94 -18.42 -11.93 -0.100
O -7.84 -17.50 -10.85 -0.185
C -8.34 -18.00 -9.65 -0.241
C -8.44 -16.88 -8.63 -0.410
C -7.09 -16.23 -8.44 -0.068
N -8.97 -17.40 -7.31 0.040
H -8.97 -18.62 -12.23 0.087
H -7.49 -19.38 -11.63 0.088
H -7.36 -17.96 -12.72 0.089
H -9.34 -18.46 -9.70 0.126
H -7.71 -18.82 -9.28 0.132
H -9.18 -16.13 -8.92 0.128
H -7.05 -15.56 -7.57 0.050
H -6.91 -15.53 -9.26 0.084
H -6.13 -16.75 -8.39 0.085
H -8.71 -16.67 -6.66 0.033
H -9.98 -17.30 -7.39 0.064
C -9.48 -13.31 -6.79 -0.121
O -9.31 -11.94 -7.00 -0.168
C -9.10 -11.17 -5.83 -0.215
C -8.97 -9.69 -6.15 -0.413
C -8.03 -8.97 -5.20 -0.061
N -10.32 -9.08 -6.00 0.025
H -10.40 -13.65 -6.30 0.086
H -8.62 -13.86 -6.40 0.074
H -9.63 -13.64 -7.83 0.088
H -9.90 -11.36 -5.10 0.104
H -8.19 -11.53 -5.32 0.122
H -8.69 -9.60 -7.21 0.139
H -7.04 -9.42 -5.31 0.079
H -8.31 -9.23 -4.17 0.074
H -8.03 -7.89 -5.26 0.076
H -10.27 -8.08 -5.90 0.058
H -10.88 -9.27 -6.83 0.069
C -4.29 -10.43 2.43 -0.120
O -5.04 -9.24 2.56 -0.187
C -6.30 -9.48 3.17 -0.209
C -6.87 -8.12 3.56 -0.438
C -6.15 -7.58 4.79 -0.070
N -8.29 -8.30 3.94 0.052
H -3.32 -10.21 1.98 0.086
H -4.82 -11.13 1.78 0.063
H -4.08 -10.90 3.39 0.090
H -6.96 -10.00 2.47 0.118
H -6.23 -10.09 4.08 0.130
H -6.73 -7.47 2.69 0.136
H -6.58 -6.61 5.08 0.070
H -5.11 -7.36 4.60 0.077
H -6.31 -8.25 5.64 0.083
H -8.52 -7.42 4.40 0.060
H -8.85 -8.32 3.09 0.031
C -4.95 -15.84 -5.34 -0.110
O -4.25 -15.18 -4.31 -0.188
C -4.45 -13.77 -4.39 -0.211
C -3.48 -13.12 -3.43 -0.436
C -3.66 -11.59 -3.40 -0.052
N -2.09 -13.42 -3.81 0.040
H -6.01 -15.96 -5.08 0.070
H -4.61 -16.88 -5.42 0.094
H -4.83 -15.35 -6.31 0.082
H -4.18 -13.49 -5.42 0.130
H -5.46 -13.39 -4.23 0.125
H -3.61 -13.53 -2.43 0.116
H -4.59 -11.32 -2.89 0.057
H -3.83 -11.22 -4.42 0.078
H -2.80 -11.10 -2.96 0.076
H -1.51 -13.47 -2.98 0.071
H -2.07 -14.38 -4.16 0.064
N -9.59 -14.25 1.68 0.156
C -9.41 -12.99 2.19 -0.669
N -10.05 -12.08 1.39 0.134
O -8.73 -12.71 3.16 0.034
H -9.39 -15.08 2.21 0.089
H -10.03 -14.38 0.79 0.040
H -10.06 -11.10 1.66 0.073
H -10.83 -12.49 0.89 0.064
N -9.21 -16.98 0.23 0.175
C -9.32 -18.07 1.04 -0.654
N -10.59 -18.41 1.42 0.163
O -8.31 -18.69 1.39 0.004
H -8.29 -16.72 -0.07 0.064
H -10.00 -16.73 -0.35 0.052
H -10.57 -19.07 2.18 0.104
H -11.33 -17.75 1.27 0.060
N -11.12 -12.66 -3.03 0.175
C -11.85 -12.86 -1.90 -0.636
N -13.12 -12.37 -1.92 0.178
O -11.30 -13.33 -0.90 -0.024
H -11.52 -12.42 -3.92 0.093
H -10.15 -12.97 -2.98 0.067
H -13.72 -12.44 -1.12 0.109
H -13.56 -12.14 -2.79 0.100
N -10.12 -7.10 0.45 0.151
C -9.46 -8.31 0.45 -0.650
N -8.63 -8.50 -0.61 0.162
O -9.71 -9.18 1.28 -0.008
H -10.87 -6.97 1.11 0.101
H -10.01 -6.50 -0.34 0.088
H -8.33 -7.78 -1.23 0.090
H -8.37 -9.46 -0.85 0.060